4 unconnected molecules or ions with the total composition C38H63BN3O12S2. Source: the OMol25 dataset; level of theory: the ωB97M-V functional and the def2-TZVPD basis.

The calculation puts the total energy at -91805.66710 eV. The value obtained for the maximum force is 1.69 eV/Å. As for the HOMO energy: -0.376 Ha. For the HOMO-LUMO gap, the calculation gives 5.814 eV. Its charge is +1.

Each line ends with the Löwdin charge.
Element x y z (Å)
1 O 5.614256 -4.122308 2.252692  0.226
2 B 6.652950 -3.337522 1.859342  -0.739
3 O 7.805878 -3.854287 1.360550  0.240
4 O 6.548387 -1.909353 1.959341  0.200
5 C 5.493790 -1.307553 1.424025  -0.207
6 C 5.227135 -1.455466 0.042627  0.011
7 N 4.227520 -0.923155 -0.586305  0.161
8 N 3.458930 -0.159954 0.186055  0.107
9 C 3.616671 0.093385 1.471705  -0.162
10 C 2.645792 1.035438 2.107585  -0.087
11 C 1.168259 0.801141 1.710121  -0.266
12 C 0.307163 0.228325 2.856242  -0.455
13 S -1.366675 0.936273 2.878174  0.915
14 C -2.045920 0.365424 1.306163  -1.008
15 S -1.549012 1.015864 -0.110713  0.769
16 N -2.945204 -0.669759 1.401949  -0.077
17 C -3.579110 -1.077597 0.161507  -0.281
18 C -3.104246 -2.227497 -0.456516  -0.025
19 C -3.676963 -2.674350 -1.640388  -0.071
20 C -4.730756 -1.971758 -2.212816  -0.071
21 C -5.188033 -0.811534 -1.590515  -0.061
22 C -4.619561 -0.359594 -0.411009  -0.025
23 C -3.884573 -0.573503 2.500386  -0.280
24 C -4.220060 -1.739847 3.174845  -0.004
25 C -5.117213 -1.708736 4.232446  -0.054
26 C -5.689154 -0.500640 4.618596  -0.072
27 C -5.372461 0.664465 3.937984  -0.057
28 C -4.477689 0.621179 2.875492  -0.066
29 C 4.662497 -0.504235 2.161637  0.136
30 H 5.583996 -4.287302 3.200957  0.134
31 H 8.048596 -3.428286 0.532581  0.122
32 H 5.897673 -2.054657 -0.553404  0.149
33 H 2.673635 0.266592 -0.291362  0.178
34 H 2.774914 1.020709 3.182990  0.121
35 H 2.956721 2.030068 1.786638  0.143
36 H 1.059014 0.206557 0.810219  0.070
37 H 0.741616 1.768557 1.482864  0.075
38 H 0.740049 0.538682 3.800581  0.069
39 H 0.279301 -0.856292 2.820069  0.085
40 H -2.297680 -2.764402 0.018066  0.114
41 H -3.279781 -3.571147 -2.089912  0.104
42 H -5.185053 -2.333457 -3.119812  0.104
43 H -6.004299 -0.276153 -2.050268  0.107
44 H -4.987979 0.544910 0.046235  0.117
45 H -3.774495 -2.678749 2.881794  0.118
46 H -5.372839 -2.609890 4.761934  0.108
47 H -6.362196 -0.507880 5.461436  0.102
48 H -5.802272 1.607618 4.229145  0.108
49 H -4.237852 1.529099 2.336539  0.115
50 H 4.810412 -0.343525 3.214114  0.153
51 C -1.467053 0.899534 -3.653282  -0.125
52 O -0.432754 1.754365 -4.101244  -0.193
53 C 0.742970 1.058537 -4.467241  -0.209
54 C 1.455610 1.728527 -5.623899  -0.181
55 O 0.831776 1.538709 -6.880246  -0.124
56 C -0.359377 2.266582 -7.153306  -0.173
57 C -0.150853 3.747830 -7.371444  -0.201
58 O 0.034938 4.424792 -6.138771  -0.199
59 C 0.823720 5.586998 -6.266733  -0.112
60 H -1.205927 0.430626 -2.699304  0.018
61 H -2.362496 1.502944 -3.517212  0.093
62 H -1.680004 0.123787 -4.397964  0.092
63 H 0.510542 0.023387 -4.744225  0.129
64 H 1.420023 1.046248 -3.596760  0.112
65 H 2.432562 1.248595 -5.723779  0.088
66 H 1.634284 2.786147 -5.419430  0.129
67 H -1.119299 2.084109 -6.391967  0.121
68 H -0.730827 1.847488 -8.090548  0.130
69 H -1.041650 4.161241 -7.862410  0.130
70 H 0.714468 3.896944 -8.027372  0.127
71 H 1.795007 5.356479 -6.719881  0.087
72 H 0.993324 5.981490 -5.266505  0.087
73 H 0.314131 6.348377 -6.867216  0.090
74 C 6.737639 1.373185 -9.090936  -0.112
75 O 5.662216 1.170022 -8.199984  -0.199
76 C 4.457628 0.801977 -8.854683  -0.192
77 C 3.639012 -0.143766 -8.007102  -0.175
78 O 4.142631 -1.472869 -7.949120  -0.117
79 C 5.300718 -1.723583 -7.171213  -0.182
80 C 5.076292 -1.629564 -5.678767  -0.196
81 O 5.033219 -0.274275 -5.260039  -0.187
82 C 4.224607 -0.066015 -4.133630  -0.134
83 H 6.571695 2.255694 -9.718124  0.089
84 H 7.635204 1.526812 -8.494630  0.087
85 H 6.890697 0.497241 -9.731205  0.088
86 H 4.670040 0.327819 -9.818944  0.128
87 H 3.868752 1.711197 -9.032397  0.129
88 H 2.659382 -0.236832 -8.479857  0.132
89 H 3.475780 0.264360 -7.008195  0.094
90 H 6.137857 -1.095708 -7.481280  0.122
91 H 5.568259 -2.758245 -7.397409  0.129
92 H 5.907885 -2.124791 -5.157420  0.125
93 H 4.141906 -2.144257 -5.425320  0.129
94 H 3.206293 -0.436746 -4.308647  0.078
95 H 4.173746 1.008784 -3.961353  0.093
96 H 4.643321 -0.550120 -3.242136  0.062
97 C -5.709016 -1.191462 12.408747  -0.110
98 O -4.700230 -1.208865 11.421761  -0.198
99 C -4.701538 -2.391528 10.641779  -0.203
100 C -4.277022 -2.110777 9.217811  -0.184
101 O -5.261134 -1.457953 8.429112  -0.134
102 C -5.503847 -0.077314 8.663167  -0.181
103 C -4.382910 0.833438 8.210849  -0.202
104 O -3.312522 0.814942 9.140344  -0.194
105 C -2.064343 1.071497 8.543175  -0.117
106 H -5.518861 -1.942169 13.183406  0.089
107 H -5.705661 -0.203552 12.864979  0.089
108 H -6.696290 -1.367970 11.967156  0.088
109 H -5.695824 -2.851501 10.635829  0.126
110 H -3.990147 -3.100300 11.086865  0.129
111 H -4.124206 -3.076956 8.730537  0.127
112 H -3.324777 -1.578452 9.187489  0.119
113 H -5.772398 0.106587 9.704289  0.122
114 H -6.384812 0.153121 8.058844  0.121
115 H -4.758369 1.863754 8.142839  0.130
116 H -4.040582 0.514336 7.218618  0.117
117 H -1.866131 0.366189 7.726045  0.084
118 H -1.300527 0.939655 9.307589  0.089
119 H -2.010821 2.097328 8.159293  0.088

Cartesian forces, eV/Å:
0.1918 0.2541 0.3782
0.7882 -0.3336 -0.0284
-0.8399 0.0430 -0.3118
-0.3250 -0.2793 -0.4793
0.0335 0.1427 0.5211
0.3980 -0.4846 -0.4015
-0.1466 0.3596 0.6167
-0.1233 -0.0586 -0.7084
-0.2251 0.2533 0.9703
-0.1312 -0.2189 -0.4440
0.0438 0.4965 0.7667
0.1728 0.1820 -1.0648
-0.1841 -0.1843 0.5351
0.5220 -0.4648 -0.2999
0.0810 0.0147 0.1238
-0.7584 1.5080 -0.0385
0.1955 -0.6318 -0.3753
-0.2238 0.2779 0.1516
0.0557 0.1382 0.1614
0.3572 0.0539 0.4629
-0.0033 -0.3301 -0.2852
0.0181 -0.0737 0.0242
-0.1612 -0.7720 0.5679
-0.0651 -0.1447 0.1459
0.0806 0.4223 -0.2566
0.1341 -0.2355 0.0102
0.1725 -0.2631 -0.0594
0.0652 0.2067 -0.1658
0.0730 -0.0145 -0.4411
-0.3437 -0.1169 0.0086
0.7039 0.1746 0.1954
0.0161 -0.1322 -0.1940
-0.0018 -0.0318 -0.1776
0.0850 -0.1090 0.1760
-0.0076 0.1591 -0.0420
-0.0645 -0.1334 -0.0805
-0.0439 0.1750 -0.2500
-0.1493 0.0239 0.2904
-0.1163 -0.1544 0.1408
0.1305 -0.1111 -0.0198
-0.0957 -0.1032 -0.1547
-0.1004 0.0354 -0.1468
-0.0776 0.1758 0.0795
-0.0205 0.0925 0.1256
0.0999 -0.0570 -0.1042
0.0075 -0.1858 0.0736
-0.1290 0.1814 0.0586
-0.1107 0.1479 0.0387
0.0207 0.0907 -0.0271
0.0066 0.0611 0.1689
0.1426 0.0471 -0.0524
-0.1055 -0.0790 -0.2371
-0.0803 0.2239 0.1645
0.1095 0.0223 -0.0005
0.0131 -0.0451 -0.0076
-0.0583 -0.0671 -0.0908
-0.1787 0.1151 0.1939
0.2764 -0.1541 0.0220
-0.1242 -0.0097 0.0382
-0.0809 -0.0955 -0.0953
0.0389 0.0446 0.0658
-0.0002 -0.0356 0.0390
-0.0004 -0.0184 -0.0147
0.0665 -0.1321 -0.0741
-0.0952 0.0763 0.0400
-0.1690 0.0322 0.0841
0.0447 0.1367 0.1057
0.0435 -0.0131 -0.0136
0.0569 -0.0400 -0.1542
0.0140 -0.0094 -0.0127
-0.0155 0.0369 -0.0510
-0.0571 0.0079 0.0050
0.0708 0.0272 -0.0362
-0.0744 0.0810 0.0816
0.1034 -0.2888 -0.0199
0.0569 0.1974 0.1682
-0.1337 -0.0544 -0.0610
0.0358 -0.0217 0.0319
-0.0215 -0.0814 -0.1558
0.1883 0.1376 0.0435
-0.1688 0.0828 -0.0840
0.1256 -0.0232 -0.0675
0.0390 -0.0279 -0.0682
-0.0212 0.0479 0.0236
-0.0109 0.0300 -0.0453
0.0163 -0.0228 0.0005
-0.0919 -0.0678 -0.1214
0.0045 -0.0060 0.0321
0.2035 -0.0096 -0.1059
-0.0256 0.1380 0.1228
-0.0278 -0.0102 0.0066
-0.0704 -0.1353 -0.0208
-0.0230 0.0149 0.0005
0.0398 -0.0732 0.1227
0.0377 0.0256 0.0210
-0.0827 -0.0502 0.0185
0.1243 -0.0086 0.0136
-0.2251 0.1048 -0.1876
0.1905 0.1083 0.1688
0.0351 -0.0862 -0.0747
-0.0320 0.0040 -0.0736
-0.0960 -0.0639 -0.0512
0.0108 0.1432 0.2576
0.0889 -0.2678 -0.1072
-0.0682 0.0683 0.1027
-0.0766 -0.0154 0.0138
0.0564 -0.0067 0.0168
-0.0043 -0.0457 0.0276
-0.0188 0.0095 -0.0148
-0.0796 -0.1360 -0.0689
-0.0367 -0.0011 -0.0104
-0.0345 0.1114 0.1422
0.1887 0.0611 0.0604
0.0222 0.0015 -0.0313
-0.0838 -0.0381 -0.1635
-0.0020 -0.0116 -0.0108
-0.0018 0.0502 -0.0468
-0.0223 0.0432 0.0302
0.0491 -0.0245 -0.0698